Run a
The molecule C4H10N2S. Source: OMol25; level of theory: ωB97M-V with the def2-TZVPD basis set.

Calculated values
Highest occupied orbital energy = -9.02 eV
SMILES string = [H]/N=C\N(S)C(C)C
Spin multiplicity = 1
Frontier orbital gap = 9.3637 eV
Molecular weight = 118.20 g mol⁻¹

Atoms and positions in Å:
H -0.483 2.753 0.216
C 0.638 0.124 2.031
H -1.341 0.906 1.244
H 0.081 -0.744 2.675
H -0.429 2.600 1.969
H -2.121 -1.045 0.209
S 1.138 -0.504 -1.016
N -1.396 -1.597 -1.684
N -0.431 0.020 -0.253
H 0.675 0.684 2.973
H 1.625 -1.404 -0.028
C -0.242 0.751 0.993
H -0.590 -1.712 -2.281
C -0.042 2.282 0.992
C -1.318 -0.751 -0.675
H 1.746 -0.028 1.678
H 1.216 2.663 1.119

Run b
The molecule C4H10N2S. Source: OMol25; level of theory: ωB97M-V with the def2-TZVPD basis set.

Calculated values
Highest occupied orbital energy = -8.96 eV
SMILES string = C/N=C(/CS)NC
Spin multiplicity = 1
Frontier orbital gap = 9.7593 eV
Molecular weight = 118.20 g mol⁻¹

Atoms and positions in Å:
H -2.134 -0.451 -1.114
S 3.071 0.010 -0.265
C 0.348 -0.472 0.286
H -2.277 -0.508 0.629
H 2.677 -0.227 -1.550
H 2.030 -0.870 1.634
H -0.565 1.580 -1.244
C -0.727 1.738 -0.164
H -1.793 1.576 0.051
C 1.760 -0.947 0.552
N -0.473 -1.331 -0.163
H 1.790 -2.017 0.272
H -0.464 2.754 0.080
N 0.111 0.856 0.645
H -2.445 -1.980 -0.309
C -1.890 -1.032 -0.242
H 0.982 1.321 0.902

Run c
The molecule C4H10N2S. Source: OMol25; level of theory: ωB97M-V with the def2-TZVPD basis set.

Calculated values
Highest occupied orbital energy = -8.83 eV
SMILES string = [H]/N=C(\CS)N(C)C
Spin multiplicity = 1
Frontier orbital gap = 9.6234 eV
Molecular weight = 118.20 g mol⁻¹

Atoms and positions in Å:
H -1.787 -1.442 -0.839
H 3.315 -0.391 1.266
H -0.767 2.150 0.468
C -1.157 1.328 -0.192
H -2.254 1.391 -0.219
N 0.683 -1.673 -0.327
S 3.231 -0.070 -0.012
C 1.589 0.556 -0.018
H -1.613 -1.825 0.871
H 1.620 -1.937 -0.401
H -2.773 -0.465 0.300
H 1.456 1.096 -0.940
N -0.812 0.006 0.295
C -1.840 -0.993 0.150
H -0.884 1.418 -1.233
C 0.465 -0.454 0.013
H 1.528 1.304 0.820

Run d
The molecule C4H10N2S. Source: OMol25; level of theory: ωB97M-V with the def2-TZVPD basis set.

Calculated values
Highest occupied orbital energy = -9.16 eV
SMILES string = CCC/N=C\NS
Spin multiplicity = 1
Frontier orbital gap = 9.8122 eV
Molecular weight = 118.20 g mol⁻¹

Atoms and positions in Å:
H 0.453 0.263 1.397
H 0.985 -1.828 -1.615
H -1.816 0.838 1.909
C -0.275 -0.541 1.194
H -3.780 -0.406 0.820
H -2.563 -1.462 -0.021
H -2.798 -1.505 1.762
C -2.779 -0.856 0.876
H -1.592 0.836 0.207
S 1.176 1.668 -0.771
C -1.648 0.130 1.059
H 2.182 -0.178 -1.898
N 1.607 0.040 -1.090
H -0.280 -1.183 2.081
C 0.843 -1.115 -0.782
H 1.969 1.920 0.371
N 0.048 -1.424 0.124

Verdict on stability: run b comes out on top.

Run a
A cluster of 2 separate species, C4H13N2OP in total. Source: OMol25; level of theory: ωB97M-V with the def2-TZVPD basis set.

Calculated values
Highest occupied orbital energy (spin up / spin down) = -8.03 / -7.70 eV
Spin multiplicity = 1
Frontier orbital gap (spin up / spin down) = 8.3980 / 6.8957 eV
Molecular weight = 136.14 g mol⁻¹

Atoms and positions in Å:
C -0.563 0.953 1.044
P 1.447 0.745 -1.698
C -0.183 -0.525 0.857
H -1.981 -1.604 1.277
H 2.425 -1.054 -2.626
C -1.337 1.180 2.406
H -0.680 0.975 3.223
H 3.279 -0.465 -1.365
H 0.742 -0.854 1.235
H -1.091 1.483 0.082
H -2.173 0.546 2.481
C -1.138 -1.581 0.483
N 2.760 -0.294 -2.138
H 0.025 -0.360 -3.320
H 0.274 1.552 1.220
H -1.710 2.149 2.407
H -1.618 -1.375 -0.594
N 0.486 0.596 -3.136
H -0.123 1.322 -3.195
O 1.988 2.080 -1.534
H -0.614 -2.528 0.465

Run b
The molecule C4H13N2OP. Source: OMol25; level of theory: ωB97M-V with the def2-TZVPD basis set.

Calculated values
Highest occupied orbital energy = -8.77 eV
SMILES string = CC(C)(C)P(N)(N)=O
Spin multiplicity = 1
Frontier orbital gap = 9.4712 eV
Molecular weight = 136.14 g mol⁻¹

Atoms and positions in Å:
H 1.348 -0.596 2.809
H -1.450 1.521 -0.183
H 0.472 2.823 0.616
H 1.275 -1.823 -0.814
H -1.770 -1.140 0.868
C -0.450 -0.362 -0.508
O -0.688 1.003 2.129
H -0.563 1.166 -1.932
H -2.283 0.670 -1.513
C -1.273 0.794 -1.105
H -2.210 -1.665 -0.842
P 0.376 0.665 1.202
C 0.781 -0.908 -1.237
N 1.554 -0.261 1.843
N 1.074 2.039 0.634
H 0.560 -1.116 -2.232
H 1.360 0.036 -1.021
H 1.939 2.150 0.034
H -0.815 -2.539 0.026
H 2.100 -0.925 1.292
C -1.336 -1.530 -0.066

Verdict on stability: run b comes out on top.

Run a
A structure of composition C5H8O5. Source: OMol25; level of theory: ωB97M-V with the def2-TZVPD basis set.

Calculated values
Highest occupied orbital energy = -10.18 eV
Spin multiplicity = 1
Frontier orbital gap = 10.5551 eV
Molecular weight = 148.11 g mol⁻¹

Atoms and positions in Å:
H 1.925 1.259 -0.057
H -2.693 0.399 0.441
C -0.731 -0.072 -0.434
C 0.100 -1.348 -0.625
O 1.245 -1.222 -1.479
H 1.225 -0.339 -1.878
H 1.607 1.574 1.680
O -0.927 0.490 1.604
H 2.367 -0.800 0.353
C -1.790 -0.185 0.673
O -0.247 -2.449 -0.284
C 1.399 0.895 0.839
H -1.773 0.001 -2.088
H -2.050 -1.197 1.006
H -0.348 1.963 0.215
O -1.065 0.498 -1.663
O 1.837 -0.412 1.155
C -0.081 0.944 0.540

Run b
A structure of composition C5H8O5. Source: OMol25; level of theory: ωB97M-V with the def2-TZVPD basis set.

Calculated values
Highest occupied orbital energy = -10.13 eV
Spin multiplicity = 1
Frontier orbital gap = 9.4753 eV
Molecular weight = 148.11 g mol⁻¹

Atoms and positions in Å:
H -0.173 2.118 2.023
O 0.547 3.584 4.359
O 2.819 -0.392 3.313
C 1.007 3.743 3.007
H 2.612 1.099 3.114
O 1.784 -1.545 -0.198
H 2.303 -0.548 4.114
O 1.758 1.514 2.191
H 0.439 4.506 2.458
C 2.303 -0.888 0.660
C 0.684 2.280 2.686
H -0.672 1.858 4.438
H 2.083 3.972 2.964
O 0.496 -0.955 2.215
H 3.312 -0.441 0.555
C 0.348 2.173 4.182
C 1.584 -0.495 1.965
H 1.082 1.577 4.748

Verdict on stability: run a comes out on top.

Run a
The ion C7H10NO with charge +1. Source: OMol25; level of theory: ωB97M-V with the def2-TZVPD basis set.

Calculated values
Charge = +1
Highest occupied orbital energy (spin up / spin down) = -11.82 / -11.82 eV
Spin multiplicity = 1
Frontier orbital gap (spin up / spin down) = 6.5548 / 6.5565 eV
Molecular weight = 124.16 g mol⁻¹

Atoms and positions in Å:
C 1.305 -1.064 0.967
H -2.933 0.646 -0.186
H -1.319 -0.602 -1.822
C -0.667 0.043 0.264
C -0.096 1.305 -0.113
H 2.534 -0.844 -2.095
H -1.177 -1.957 -0.923
C 0.095 -0.623 1.414
H 0.189 0.123 2.190
C -2.219 -0.044 0.170
C -1.376 -0.844 -0.800
H -2.403 -0.605 1.083
N 1.885 -0.751 -0.055
C 2.499 -0.357 -1.053
O 0.395 2.034 0.822
H 3.261 0.477 -0.869
H -0.229 1.655 -1.192
H 0.777 2.898 0.508
H -0.521 -1.490 1.689

Run b
The ion C7H10NO with charge +1. Source: OMol25; level of theory: ωB97M-V with the def2-TZVPD basis set.

Calculated values
Charge = +1
Highest occupied orbital energy = -12.63 eV
SMILES string = [NH3+][C@H]1[C@@H]2C=CC=C[C@]12O
Spin multiplicity = 1
Frontier orbital gap = 8.9774 eV
Molecular weight = 124.16 g mol⁻¹

Atoms and positions in Å:
H -2.543 1.614 -0.355
H 2.686 -1.455 -0.864
H -0.480 1.330 1.712
C 0.718 -1.528 -0.331
N -2.217 0.738 -0.643
H -2.381 0.776 -1.633
H 0.798 -2.565 -0.340
C 1.336 1.263 0.621
H -2.831 0.013 -0.122
C 2.202 0.476 -0.032
C -0.396 -0.831 0.259
H 1.794 1.992 1.294
O -1.449 -1.429 0.931
C 1.922 -0.871 -0.413
H 0.020 0.590 -1.206
H -1.604 -2.360 0.691
C -0.742 0.529 -0.423
C -0.017 0.912 0.761
H 3.183 0.806 0.094

Verdict on stability: run b comes out on top.

Run a
The ion C5H12NO with charge +1. Source: OMol25; level of theory: ωB97M-V with the def2-TZVPD basis set.

Calculated values
Charge = +1
Highest occupied orbital energy = -13.67 eV
SMILES string = [NH3+]/C=C/CCCO
Spin multiplicity = 1
Frontier orbital gap = 10.1159 eV
Molecular weight = 102.16 g mol⁻¹

Atoms and positions in Å:
H -1.436 -2.684 1.595
N -1.659 -1.689 1.605
H -0.783 0.036 -2.083
C 1.024 0.998 -1.441
C 0.085 -0.277 -1.509
C -0.294 -0.758 -0.144
H 1.990 0.641 -1.719
H 0.574 -0.976 0.475
O 1.530 1.001 0.956
H 0.705 1.676 -2.232
H 1.325 2.719 -0.221
H 0.620 -1.096 -1.952
C 0.917 1.715 -0.095
H 2.452 1.253 1.066
C -1.503 -1.075 0.256
H -2.442 -0.983 -0.271
H -1.044 -1.262 2.302
H -2.611 -1.621 1.952
H -0.149 1.799 0.122

Run b
The ion C5H12NO with charge +1. Source: OMol25; level of theory: ωB97M-V with the def2-TZVPD basis set.

Calculated values
Charge = +1
Highest occupied orbital energy = -15.22 eV
SMILES string = CC(C)[C@H]([NH3+])C=O
Spin multiplicity = 1
Frontier orbital gap = 11.2474 eV
Molecular weight = 102.16 g mol⁻¹

Atoms and positions in Å:
H 1.385 0.069 -1.212
C -0.830 1.233 -1.589
H -1.716 -1.362 -0.021
C 1.609 -0.030 -0.151
H -0.078 -1.460 -0.609
C 0.438 0.454 0.650
C 0.151 -0.439 1.906
H -1.149 -0.908 -1.740
H 0.665 1.412 1.145
O -1.448 0.731 -2.528
H 0.866 -0.061 2.701
H -0.459 2.312 -1.647
N -1.051 -0.909 -0.662
H 1.790 -1.105 0.029
H -0.836 -0.191 2.330
C -0.743 0.440 -0.258
H 2.694 0.546 -0.107
H 0.307 -1.500 1.500
H -1.594 0.768 0.262

Verdict on stability: run a comes out on top.

Run a
The molecule C4H8FNO. Source: OMol25; level of theory: ωB97M-V with the def2-TZVPD basis set.

Calculated values
Highest occupied orbital energy = -9.40 eV
SMILES string = C=C(F)[C@@H](N)CO
Spin multiplicity = 1
Frontier orbital gap = 10.2097 eV
Molecular weight = 105.11 g mol⁻¹

Atoms and positions in Å:
C 0.104 -0.522 -0.048
H 2.090 2.279 -0.439
C 1.613 1.363 -0.777
H -1.902 0.054 1.094
N -0.197 -1.289 1.146
C 0.914 0.686 0.128
C -1.269 -0.202 -0.682
F 0.933 1.122 1.398
H 1.667 1.126 -1.821
H -0.181 -2.330 1.064
H -1.839 -1.111 -0.889
H 0.709 -1.160 -0.678
H 0.540 -1.009 1.817
O -1.976 0.594 0.284
H -1.206 0.399 -1.596

Run b
The molecule C4H8FNO. Source: OMol25; level of theory: ωB97M-V with the def2-TZVPD basis set.

Calculated values
Highest occupied orbital energy = -9.31 eV
SMILES string = O[C@@H]1CNC[C@@H]1F
Spin multiplicity = 1
Frontier orbital gap = 10.1375 eV
Molecular weight = 105.11 g mol⁻¹

Atoms and positions in Å:
H 0.506 -0.028 2.151
H -1.767 0.411 1.475
C 0.979 -0.452 -0.060
H 2.061 -0.274 0.133
H 1.253 1.513 -1.325
H -0.726 1.991 0.352
O 1.000 -1.720 -0.780
C 0.019 -0.524 1.244
H -1.587 1.171 -1.132
C 0.462 0.566 -0.995
F -0.033 0.165 -2.214
N -1.256 -0.058 0.741
H -0.145 -1.537 1.854
C -0.848 0.993 -0.195
H 0.082 -2.216 -1.251

Verdict on stability: run a comes out on top.